{
  "formula": "CH4O3S",
  "method": "the ωB97M-V functional and the def2-TZVPD basis",
  "elements": ["O", "C", "O", "O", "H", "H", "S", "H", "H"],
  "xyz": [[0.466912, 0.087779, 0.309543], [-0.257032, -0.183632, 1.258436], [-0.298505, 0.545199, 2.365986], [-1.138433, -1.157385, 1.297632], [0.309499, 1.270719, 2.170638], [-1.682481, -0.923929, 2.081856], [1.146661, -0.005994, -3.749488], [0.380358, -0.698579, -2.750752], [1.073019, 1.065823, -2.983850]],
  "atomic_forces_ev_per_a": [[-1.039, -0.783, 1.437], [1.451, 0.810, -2.641], [0.226, 0.604, 0.568], [-0.801, -0.064, 0.745], [0.058, 0.206, 0.350], [0.093, -0.772, -0.506], [-1.207, -1.382, 1.325], [1.113, 0.799, -1.479], [0.107, 0.582, 0.202]],
  "nbo_charge": [-0.634, 0.965, -0.696, -0.646, 0.512, 0.499, -0.314, 0.174, 0.140],
  "e_above_lowest_ev": 0.044,
  "max_force_ev_per_a": 3.12,
  "smiles": "O=C(O)O.S"
}

=====

{
  "formula": "C46H36CrO5P",
  "method": "the ωB97M-V functional and the def2-TZVPD basis",
  "elements": ["O", "C", "Cr", "C", "O", "C", "O", "C", "C", "C", "C", "C", "C", "C", "C", "C", "C", "C", "C", "C", "C", "C", "C", "C", "C", "C", "C", "C", "H", "H", "H", "H", "H", "H", "H", "H", "H", "H", "H", "H", "H", "H", "H", "C", "C", "O", "C", "C", "P", "C", "C", "C", "C", "C", "C", "C", "C", "C", "C", "C", "C", "C", "C", "C", "C", "C", "C", "O", "H", "H", "H", "H", "H", "H", "H", "H", "H", "H", "H", "H", "H", "H", "H", "H", "H", "H", "H", "H", "H"],
  "xyz": [[3.496541, 0.961029, 7.070593], [3.330005, 0.911503, 5.918454], [2.935390, 0.422371, 4.109288], [1.329792, -0.216494, 4.834142], [0.418825, -0.702936, 5.376956], [3.612316, -1.275604, 4.648518], [3.926916, -2.261780, 5.181559], [4.529372, 1.487845, 3.024353], [3.525941, 2.359717, 3.462200], [2.185122, 2.123793, 3.109936], [1.845016, 1.056048, 2.246190], [0.452419, 0.811769, 1.878801], [-0.742745, 0.567506, 2.058916], [-2.045051, 0.257991, 2.501930], [-2.368609, -1.156240, 2.665246], [-1.341648, -2.127116, 2.497081], [-1.507290, -3.423791, 2.979250], [-2.701325, -3.786177, 3.623571], [-3.750970, -2.865690, 3.710256], [-3.644037, -1.649299, 3.047790], [-2.757162, 1.368108, 3.171082], [-2.134846, 2.647009, 3.238828], [-2.676730, 3.696082, 3.977717], [-3.932984, 3.558952, 4.585900], [-4.569840, 2.315177, 4.519024], [-3.973769, 1.238186, 3.869790], [2.832319, 0.077647, 2.017562], [4.178467, 0.313181, 2.356226], [5.569339, 1.704630, 3.264566], [3.782935, 3.203074, 4.098425], [1.390123, 2.769340, 3.490926], [-0.390979, -1.831472, 2.042992], [-0.684302, -4.139537, 2.877639], [-2.841913, -4.798498, 4.018362], [-4.644549, -3.111751, 4.288768], [-4.539213, -1.073568, 2.809666], [-1.192917, 2.791791, 2.707228], [-2.120620, 4.631940, 4.069299], [-4.393003, 4.413390, 5.088246], [-5.532917, 2.183258, 5.004107], [-4.468312, 0.281297, 3.957915], [2.537337, -0.859563, 1.539201], [4.933210, -0.428371, 2.105560], [-3.968173, -5.207671, -0.770926], [-3.776249, -3.932983, -1.540149], [-3.458120, -2.844628, -0.641219], [-3.379483, -1.700803, -1.372651], [-3.036527, -0.451990, -0.719345], [-2.847095, 0.829003, -1.864070], [-1.653840, 0.594263, -3.212297], [-2.077697, 0.564277, -4.547856], [-1.153253, 0.415876, -5.580122], [0.201276, 0.232629, -5.289239], [0.622815, 0.209009, -3.957125], [-0.299356, 0.355655, -2.918217], [-4.353381, 1.384250, -2.708516], [-4.293430, 2.641185, -3.331546], [-5.368869, 3.108566, -4.085816], [-6.522170, 2.325367, -4.215947], [-6.589512, 1.077849, -3.588202], [-5.511801, 0.604372, -2.830051], [-2.350728, 2.305681, -0.939571], [-1.058581, 2.850740, -0.997199], [-0.807218, 4.089178, -0.394048], [-1.810210, 4.739253, 0.329658], [-3.040023, 4.100891, 0.540228], [-3.317960, 2.898224, -0.113005], [-3.614387, -1.749097, -2.603231], [-4.170993, -5.971289, -1.525289], [-3.079218, -5.491352, -0.204012], [-4.830940, -5.153838, -0.102520], [-2.959979, -4.050673, -2.267742], [-4.705337, -3.710872, -2.080362], [-2.646418, -0.396830, 0.282307], [-3.137087, 0.667105, -4.780192], [-1.500600, 0.433053, -6.610669], [0.916437, 0.093819, -6.101690], [1.677698, 0.070410, -3.723058], [0.038350, 0.293706, -1.881027], [-3.395233, 3.255684, -3.236290], [-5.293857, 4.079446, -4.573025], [-7.361151, 2.689377, -4.813234], [-7.482648, 0.460340, -3.695995], [-5.557550, -0.379327, -2.366204], [-0.255799, 2.332977, -1.514907], [0.184693, 4.532832, -0.489091], [-1.626800, 5.731579, 0.746771], [-3.778694, 4.512672, 1.224824], [-4.297551, 2.435642, 0.023104]],
  "atomic_forces_ev_per_a": [[-0.413, 0.197, -4.058], [0.349, -0.150, 4.730], [1.348, -0.118, 1.733], [-3.636, -2.333, 1.923], [2.910, 1.827, -1.885], [0.474, -3.660, 2.050], [-0.757, 3.135, -1.988], [0.730, 0.320, -0.470], [0.085, 0.443, -0.080], [-0.935, 1.021, -0.286], [-1.772, -0.480, -0.505], [0.108, 0.119, 0.659], [1.075, 0.058, 0.179], [0.139, 0.223, 0.390], [-0.013, -0.690, -0.721], [-0.074, -0.018, 0.635], [-0.139, 0.087, -0.216], [0.226, 0.077, 0.164], [0.164, -0.340, -0.449], [0.180, 0.430, 0.307], [0.172, 0.548, 0.128], [-0.061, -0.216, 0.162], [-0.142, -0.209, -0.162], [0.289, -0.209, -0.256], [0.259, 0.404, -0.020], [-0.146, 0.011, 0.117], [-0.546, -0.797, -1.215], [0.461, 0.081, -0.272], [-0.268, -0.220, 0.065], [-0.084, -0.141, -0.176], [0.328, -0.125, -0.303], [-0.351, -0.109, 0.265], [-0.439, 0.217, -0.023], [0.207, 0.483, -0.010], [0.056, -0.067, -0.646], [0.353, -0.132, 0.430], [-0.310, 0.063, 0.184], [-0.244, -0.239, -0.159], [0.148, -0.390, -0.064], [0.158, -0.057, -0.066], [0.106, 0.312, -0.042], [0.191, 0.444, -0.003], [-0.142, 0.174, 0.085], [-0.019, -0.118, 0.108], [-0.097, -0.483, 0.120], [-0.049, 0.283, -0.645], [0.046, 0.927, -0.953], [-0.087, -0.876, -0.963], [-0.401, -0.709, 0.582], [0.359, -0.426, -0.238], [0.141, 0.243, 0.134], [0.165, -0.162, 0.214], [-0.266, 0.108, 0.113], [-0.133, -0.088, 0.057], [-0.134, 0.153, -0.382], [-0.297, 0.215, -0.290], [-0.251, -0.088, -0.082], [-0.012, -0.202, 0.134], [0.238, -0.062, 0.095], [0.155, 0.143, 0.073], [0.060, 0.210, -0.112], [0.394, 0.086, 0.412], [-0.435, 0.373, 0.162], [-0.134, -0.189, 0.077], [-0.049, -0.246, 0.068], [0.239, -0.179, -0.280], [0.206, 0.352, 0.075], [0.358, 0.584, 1.269], [0.023, -0.172, 0.200], [-0.068, -0.008, -0.004], [0.122, 0.005, 0.016], [-0.317, 0.163, 0.165], [0.388, 0.101, 0.054], [-0.118, 0.132, -0.122], [0.312, 0.008, 0.038], [0.100, -0.077, 0.185], [-0.167, 0.096, 0.278], [-0.235, -0.042, -0.063], [-0.124, -0.035, -0.281], [-0.236, -0.158, -0.051], [-0.097, -0.213, 0.103], [0.260, -0.144, 0.203], [0.259, 0.190, 0.049], [0.053, 0.277, -0.119], [-0.271, 0.274, -0.067], [-0.289, -0.029, -0.003], [-0.023, -0.342, -0.011], [0.116, 0.093, -0.286], [0.274, 0.062, -0.159]],
  "lowdin_spin": [0.052, 0.034, 0.870, -0.004, 0.003, 0.004, 0.013, 0.035, 0.009, 0.030, 0.038, 0.143, 0.029, 0.276, 0.007, 0.073, -0.012, 0.086, -0.009, 0.077, 0.008, 0.062, -0.009, 0.074, -0.007, 0.064, 0.024, 0.000, 0.003, -0.001, 0.001, 0.003, -0.002, 0.005, -0.002, 0.002, 0.002, -0.002, 0.004, -0.002, 0.005, 0.000, -0.001, 0.000, 0.000, 0.001, 0.000, 0.005, 0.000, 0.000, 0.000, 0.000, 0.000, 0.000, 0.000, 0.000, 0.000, 0.000, 0.000, 0.000, 0.000, -0.001, 0.001, 0.001, 0.002, 0.000, 0.000, 0.001, 0.000, 0.000, 0.000, 0.000, 0.000, 0.004, 0.000, 0.000, 0.000, 0.000, 0.000, 0.000, 0.000, 0.000, 0.000, 0.000, 0.000, 0.000, 0.000, 0.000, 0.000],
  "e_above_lowest_ev": 0.000,
  "charge": 1,
  "spin_multiplicity": 3,
  "max_force_ev_per_a": 4.75
}